14
Properties=species:S:1:pos:R:3:mulliken_charge:R:1 method="wB97M-V/def2-TZVPD" gap_ev=8.88 max_force_ha_per_bohr=0.0424 lumo_ev=0.51 e_tot_ha=-270.3998
C -0.645 1.352 1.017 -1.440
C -0.657 0.054 0.219 0.701
C 0.185 0.025 -1.074 -0.785
C 0.979 -1.197 -0.660 -0.336
O 1.318 -1.010 0.707 -0.182
C 0.024 -1.078 1.047 -0.656
H 0.386 1.663 1.213 0.350
H -1.163 1.231 1.975 0.378
H -1.144 2.151 0.460 0.346
H -1.692 -0.251 0.031 0.341
H 0.811 0.907 -1.253 0.317
H -0.421 -0.162 -1.963 0.277
H 1.822 -1.642 -1.166 0.409
H 0.197 -2.044 -0.551 0.281